{
  "formula": "C4H10Br2Si",
  "method": "ωB97M-V/def2-TZVPD",
  "multiplicity": 1,
  "homo_lumo_gap_ev": 10.00,
  "homo_energy_ha": -0.342,
  "e_tot_ev": -152273.542,
  "total_charge": 0,
  "smiles": "Br[SiH2]Br.C/C=C\\C",
  "species": ["Br", "Si", "Br", "H", "H", "C", "C", "C", "C", "H", "H", "H", "H", "H", "H", "H", "H"],
  "positions_angstrom": [[2.982, -4.497, -2.924], [2.071, -2.846, -1.841], [3.725, -1.635, -1.162], [1.303, -3.405, -0.724], [1.279, -2.044, -2.758], [-0.780, -0.023, 0.982], [0.682, 0.224, 0.973], [1.283, 1.353, 0.766], [0.494, 2.509, 0.292], [-1.253, 0.909, 1.032], [-1.117, -0.636, 1.961], [-1.099, -0.609, 0.138], [1.187, -0.782, 1.086], [2.336, 1.505, 0.659], [0.760, 2.644, -0.797], [-0.540, 2.355, 0.370], [0.751, 3.414, 0.953]],
  "atomic_forces_ev_per_a": [[0.1, -0.6, -0.4], [-0.3, -0.2, 0.0], [0.5, 0.6, 0.5], [0.0, 0.1, 0.1], [-0.3, 0.1, -0.1], [-0.3, -1.7, 2.7], [0.2, -4.2, 0.6], [-0.1, 1.0, -1.0], [1.9, 2.2, 0.2], [-1.4, 0.9, -0.1], [0.9, 1.3, -2.1], [-0.2, -0.2, -0.4], [0.3, 1.5, 0.1], [0.7, -0.4, 0.3], [-0.3, 0.4, 1.2], [-1.3, 0.0, -0.1], [-0.3, -0.9, -1.4]]
}

=====

{
  "formula": "C28H53AsBrF4IrN2Si",
  "method": "ωB97M-V/def2-TZVPD",
  "multiplicity": 1,
  "homo_lumo_gap_ev": [6.89, 6.89],
  "homo_energy_ha": [-0.509, -0.509],
  "e_tot_ev": -185330.488,
  "total_charge": 2,
  "species": ["Ir", "C", "N", "C", "C", "C", "N", "C", "C", "F", "C", "F", "C", "C", "F", "C", "F", "H", "H", "H", "H", "H", "H", "H", "H", "H", "H", "H", "C", "C", "As", "C", "C", "C", "C", "H", "H", "H", "H", "H", "H", "H", "H", "H", "H", "H", "H", "H", "H", "H", "C", "C", "C", "C", "Si", "Br", "C", "C", "C", "C", "C", "C", "C", "C", "H", "H", "H", "H", "H", "H", "H", "H", "H", "H", "H", "H", "H", "H", "H", "H", "H", "H", "H", "H", "H", "H", "H", "H", "H", "H", "H"],
  "positions_angstrom": [[0.102, -0.066, 0.617], [-2.658, 0.537, 1.648], [-1.930, 0.262, 0.384], [-2.642, -0.833, -0.327], [-1.977, 1.499, -0.491], [-0.949, 2.521, -0.046], [0.286, 1.760, 0.125], [1.557, 2.318, 0.221], [2.627, 1.444, 0.382], [2.321, 0.077, 0.436], [3.943, 1.829, 0.481], [4.878, 0.901, 0.642], [4.258, 3.171, 0.419], [3.222, 4.071, 0.260], [3.477, 5.367, 0.214], [1.896, 3.669, 0.161], [0.945, 4.597, 0.045], [-3.695, 0.792, 1.421], [-2.193, 1.368, 2.174], [-2.640, -0.356, 2.266], [-3.653, -0.503, -0.571], [-2.686, -1.707, 0.318], [-2.108, -1.088, -1.240], [-2.990, 1.903, -0.475], [-1.745, 1.179, -1.506], [-1.239, 3.048, 0.868], [-0.834, 3.266, -0.831], [5.283, 3.509, 0.495], [-1.417, -2.399, 3.771], [-1.011, -0.976, 4.135], [0.389, -0.267, 2.993], [0.832, 1.504, 3.684], [0.603, 1.686, 5.181], [1.897, -1.442, 3.315], [2.382, -1.428, 4.761], [-2.234, -2.731, 4.411], [-0.589, -3.094, 3.913], [-1.743, -2.482, 2.729], [-0.599, -0.922, 5.144], [-1.853, -0.284, 4.112], [0.229, 2.209, 3.108], [1.874, 1.687, 3.417], [-0.452, 1.610, 5.441], [0.941, 2.679, 5.476], [1.157, 0.962, 5.776], [2.687, -1.151, 2.622], [1.556, -2.430, 3.011], [2.787, -0.456, 5.042], [3.180, -2.160, 4.880], [1.591, -1.692, 5.463], [2.295, -5.115, -1.733], [0.783, -5.379, -1.678], [0.125, -4.423, -2.685], [0.531, -6.833, -2.132], [0.103, -5.232, 0.089], [0.090, -2.731, 0.383], [1.264, -5.777, 1.499], [2.593, -5.006, 1.561], [1.592, -7.269, 1.284], [0.581, -5.622, 2.865], [-1.748, -5.603, 0.318], [-2.580, -5.170, -0.898], [-2.367, -4.905, 1.541], [-1.891, -7.129, 0.491], [2.617, -5.174, -2.776], [2.871, -5.857, -1.179], [2.555, -4.120, -1.363], [0.530, -4.644, -3.676], [0.360, -3.382, -2.461], [-0.957, -4.529, -2.744], [1.000, -6.970, -3.110], [-0.530, -7.062, -2.247], [0.971, -7.571, -1.457], [3.230, -5.186, 0.699], [3.141, -5.345, 2.445], [2.446, -3.930, 1.652], [2.171, -7.440, 0.375], [0.702, -7.899, 1.249], [2.201, -7.612, 2.126], [0.298, -4.584, 3.060], [1.286, -5.928, 3.644], [-0.307, -6.244, 2.971], [-2.498, -4.096, -1.085], [-3.631, -5.391, -0.692], [-2.313, -5.700, -1.812], [-2.400, -3.822, 1.393], [-1.847, -5.108, 2.475], [-3.398, -5.252, 1.654], [-1.451, -7.693, -0.335], [-2.957, -7.372, 0.519], [-1.452, -7.486, 1.423]],
  "atomic_forces_ev_per_a": [[-0.1, -0.6, 0.1], [0.0, 0.0, -0.1], [0.2, 0.4, 0.1], [0.1, -0.1, 0.0], [-0.1, 0.0, 0.1], [0.0, -0.1, 0.1], [0.0, 0.1, -0.4], [0.0, 0.1, 0.0], [0.1, -0.2, 0.0], [-0.2, 0.2, 0.1], [0.0, 0.0, 0.0], [0.0, 0.0, 0.0], [0.0, 0.1, 0.0], [0.0, 0.0, 0.0], [0.0, 0.0, 0.0], [0.0, 0.0, 0.1], [-0.1, 0.0, 0.0], [0.0, 0.0, 0.0], [0.0, 0.0, 0.0], [0.0, 0.0, -0.1], [0.0, 0.0, 0.0], [0.0, 0.0, 0.0], [0.0, 0.0, 0.0], [0.0, 0.0, 0.0], [0.0, 0.0, 0.0], [0.0, 0.0, 0.0], [0.0, 0.0, 0.0], [0.0, 0.0, 0.0], [0.0, 0.1, -0.1], [-0.1, 0.0, 0.0], [0.0, -0.1, 0.0], [-0.1, 0.0, -0.1], [0.0, 0.0, 0.0], [0.0, 0.1, 0.0], [0.0, 0.0, 0.0], [0.0, 0.0, 0.0], [0.0, 0.1, 0.0], [0.1, 0.1, 0.3], [0.0, 0.0, 0.0], [0.1, 0.0, 0.1], [0.0, 0.0, 0.0], [0.0, 0.0, -0.1], [0.0, 0.0, 0.0], [0.0, 0.0, 0.0], [0.0, 0.0, 0.0], [0.0, 0.0, 0.0], [0.0, -0.1, 0.0], [0.0, 0.0, 0.0], [0.0, 0.0, 0.0], [0.0, 0.0, 0.0], [0.0, 0.0, 0.0], [0.0, 0.1, 0.0], [-0.1, 0.0, 0.0], [0.0, -0.1, 0.0], [0.1, 0.0, -0.1], [0.1, 0.1, 0.0], [0.0, 0.1, 0.0], [0.0, 0.0, 0.0], [0.0, -0.1, -0.1], [0.0, 0.0, 0.0], [0.0, 0.1, 0.1], [0.0, 0.0, 0.0], [0.0, 0.0, 0.0], [0.0, -0.1, 0.0], [0.0, 0.0, 0.0], [0.0, 0.0, 0.0], [0.0, 0.0, 0.0], [0.0, 0.0, 0.0], [0.0, 0.0, 0.0], [0.1, 0.0, 0.0], [0.0, 0.0, 0.0], [0.0, 0.0, 0.0], [0.0, 0.0, -0.1], [0.0, 0.0, 0.0], [0.0, 0.0, 0.0], [0.0, 0.0, 0.0], [0.0, 0.0, 0.0], [0.0, 0.0, 0.0], [0.0, 0.0, 0.0], [0.1, -0.1, -0.1], [0.0, 0.0, 0.0], [0.1, 0.0, 0.0], [0.0, 0.0, 0.0], [0.0, 0.0, 0.0], [0.0, 0.0, 0.1], [0.0, -0.1, 0.0], [-0.1, 0.0, -0.1], [0.0, 0.0, 0.0], [0.0, 0.0, 0.1], [0.0, 0.0, 0.0], [0.0, 0.0, 0.0]]
}